# 1
46
Properties=species:S:1:pos:R:3:forces:R:3 method="wB97M-V/def2-TZVPD" spin_multiplicity=1 charge=+2 total_energy_ev=-37442.487 e_homo_ha="-0.5452 / -0.5451" gap_ev="6.5 / 6.5" lumo_energy_ev="-8.37 / -8.37"
Au -0.646162 -0.054556 -0.420285 0.0 0.7 -0.9
N 1.427629 0.716224 -0.057403 -0.3 -0.2 0.0
C 1.170776 2.064102 0.526627 0.0 0.0 0.0
C 0.408830 2.916700 -0.471075 0.0 -0.1 0.0
N -0.851019 2.253582 -0.877114 0.1 -0.1 0.2
C -2.135747 2.694300 -0.283842 0.0 -0.1 0.0
C -2.787809 1.568436 0.510807 0.0 0.1 0.0
N -2.773069 0.292267 -0.274417 0.4 -0.3 0.1
H 1.999970 0.775722 -0.896451 0.0 0.0 0.0
H 1.921935 0.131939 0.608981 0.0 0.0 0.0
H 0.575399 1.907733 1.427051 0.1 0.0 0.0
H 2.100004 2.560459 0.806292 0.1 0.0 0.0
H 0.225518 3.905534 -0.050185 0.0 0.0 0.0
H 1.018150 3.057162 -1.365614 0.0 0.0 0.0
H -0.928764 2.304198 -1.883749 0.0 0.0 0.0
H -1.990349 3.550988 0.373622 0.0 0.0 0.0
H -2.799135 3.015115 -1.087907 0.0 0.0 0.0
H -2.226393 1.373807 1.423610 0.0 -0.1 0.0
H -3.805869 1.848000 0.782238 -0.1 -0.1 -0.1
H -3.250997 -0.444865 0.235268 0.0 0.0 0.0
H -3.244873 0.396222 -1.169307 0.0 0.0 0.0
C 0.648810 -0.634804 4.434867 0.1 0.0 0.1
S -0.475931 -1.279759 3.218234 0.0 0.0 -0.3
C -1.949290 -1.220485 4.212539 -0.1 0.0 0.0
O -0.629432 -0.191021 2.159721 0.0 -0.1 0.4
H 0.263850 0.307010 4.824474 0.0 0.0 0.0
H 1.612149 -0.489813 3.950097 0.0 0.0 0.0
H 0.750744 -1.374075 5.230352 0.0 0.0 0.0
H -1.855774 -1.959498 5.008963 0.0 0.0 0.0
H -2.788907 -1.484177 3.572301 0.0 0.0 0.0
H -2.069723 -0.218395 4.623229 0.0 0.0 0.0
C -0.492335 -2.127547 -0.909415 -0.2 0.5 0.6
C 0.609474 -1.988603 -1.826455 0.2 -0.2 -0.3
C 1.932408 -2.195708 -1.392241 0.0 0.0 0.1
C 2.985390 -2.037162 -2.263112 0.1 0.0 0.0
C 2.733509 -1.663224 -3.588991 0.2 0.0 -0.1
C 1.428875 -1.477286 -4.045414 0.0 0.0 -0.1
C 0.375542 -1.641563 -3.169999 0.0 0.0 0.0
C 3.839132 -1.468324 -4.491331 -0.1 0.0 0.1
N 4.725022 -1.287198 -5.199428 0.0 0.0 0.0
H -0.304635 -2.625142 0.038037 0.0 -0.1 -0.1
H -1.476564 -2.315627 -1.331626 0.1 -0.1 0.0
H 2.112358 -2.509605 -0.369243 0.0 0.0 0.0
H 4.004369 -2.210164 -1.943252 0.0 0.0 0.0
H 1.257478 -1.219327 -5.081972 0.0 0.0 0.0
H -0.644536 -1.521579 -3.517477 0.0 0.0 0.0

# 2
56
Properties=species:S:1:pos:R:3:forces:R:3 method="wB97M-V/def2-TZVPD" spin_multiplicity=1 total_energy_ev=-881639.344 e_homo_ha=-0.3231 gap_ev=8.7 lumo_energy_ev=-0.11
C 4.166027 -2.981905 -0.476410 0.0 0.0 0.0
C 4.692507 -1.552430 -0.326868 -0.1 0.0 0.1
C 4.563591 -0.722949 -1.601008 0.1 0.0 -0.2
O 3.471539 0.187533 -1.489638 0.0 -0.1 0.1
C 2.664372 0.294719 -2.627271 0.0 -0.1 0.0
C 1.600582 -0.841357 -2.603122 0.0 -0.2 -0.2
N 0.256128 -0.439370 -2.979318 0.0 -0.3 0.2
C -0.009987 -0.656040 -4.392156 0.0 0.3 -0.1
C -0.828976 -0.926398 -2.157805 0.0 0.0 -0.3
I -0.654541 -0.160707 -0.138863 -0.1 0.1 0.2
C -1.124092 -2.429748 -2.110701 0.0 0.0 0.2
C -0.141295 -3.329283 -1.365227 0.0 -0.1 -0.3
O 2.092190 1.572766 -2.688764 0.0 0.2 -0.1
C 1.953491 2.298300 -1.524082 -0.1 -0.2 0.1
Cl 3.389985 3.343992 -1.190273 0.0 0.1 0.0
H 4.487905 -3.617494 0.351277 -0.1 0.1 0.0
H 3.072492 -3.001708 -0.497261 0.0 0.0 0.0
H 4.526708 -3.440771 -1.401947 0.0 0.0 0.1
H 4.120087 -1.026725 0.444539 0.2 0.0 0.0
H 5.734712 -1.568814 0.000219 0.0 0.0 -0.1
H 4.398467 -1.384673 -2.461025 0.1 0.0 0.1
H 5.470870 -0.142260 -1.802561 -0.1 0.0 0.1
H 3.280109 0.216718 -3.532857 -0.1 0.0 0.0
H 1.602786 -1.272198 -1.602197 0.0 0.2 0.0
H 1.965366 -1.622319 -3.291633 -0.1 -0.1 0.2
H 0.048010 -1.715506 -4.691064 0.0 0.1 0.1
H 0.726916 -0.102007 -4.978531 -0.1 0.0 0.0
H -1.001198 -0.273453 -4.645046 0.1 0.0 0.0
H -1.728812 -0.412750 -2.499181 0.0 -0.1 0.0
H -1.226335 -2.781585 -3.144933 0.0 0.1 0.0
H -2.114569 -2.529192 -1.655974 0.0 0.0 0.0
H 0.076286 -2.950990 -0.364039 0.0 -0.1 -0.1
H 0.799335 -3.445407 -1.910833 0.0 0.1 0.1
H -0.570019 -4.328297 -1.269076 0.0 0.1 0.1
H 1.822650 1.673375 -0.644844 0.0 0.1 0.0
H 1.119384 2.980605 -1.657916 0.0 0.0 0.0
C -4.893526 0.338466 0.662701 0.0 0.0 0.0
Br -6.040185 1.863511 0.408281 0.0 0.1 0.0
Br -5.305512 -0.570293 2.299883 0.0 -0.1 0.0
Br -4.983816 -0.851473 -0.840692 0.1 0.0 -0.1
H -3.879434 0.709866 0.736110 0.0 0.0 0.0
C -4.008941 3.896396 2.963908 0.0 0.0 0.0
Br -3.370360 5.568285 3.667166 0.0 0.1 0.0
Br -2.652787 3.040136 1.898165 0.0 0.0 0.0
Br -4.637676 2.739198 4.362068 0.0 0.0 0.0
H -4.848240 4.110177 2.316579 0.0 0.0 0.0
C -0.066063 -4.284678 2.908357 0.0 0.1 0.0
Br -1.783845 -3.479087 3.208689 0.0 0.0 0.0
Br -0.140318 -5.571335 1.480937 0.0 -0.1 0.1
Br 1.278878 -2.949994 2.575593 0.0 0.0 0.0
H 0.213745 -4.810957 3.809477 0.0 0.0 0.0
C -3.565252 7.363316 7.241725 0.0 -0.1 0.0
Br -2.169541 6.796742 8.432807 0.0 0.0 0.0
Br -4.999754 8.223072 8.186514 0.0 0.0 0.0
Br -2.879763 8.480440 5.835028 0.0 0.0 0.0
H -3.970280 6.476539 6.773095 0.0 0.0 0.0

# 3
42
Properties=species:S:1:pos:R:3:forces:R:3 method="wB97M-V/def2-TZVPD" e_above_lowest_kcal_mol=215.6 spin_multiplicity=1 total_energy_ev=-19383.750 e_homo_ha=-0.3055 gap_ev=9.2 smiles="C=C=CCNCCCNCCCNCC=C=C" lumo_energy_ev=0.90
C 4.156425 -3.068017 -0.675111 -1.9 -0.8 0.7
C 3.061037 -3.041414 0.094601 -0.1 0.8 -0.3
C 1.891189 -2.796128 0.704617 1.8 -1.5 -2.6
C 1.592003 -1.428523 1.260187 0.6 -1.0 0.4
N 2.571319 -0.510238 0.859824 4.5 3.1 -0.3
C 2.347259 -0.012991 -0.487362 -4.6 -5.9 -0.6
C 2.723621 1.359520 -0.800808 1.7 2.2 -0.2
C 1.828740 2.392788 -0.004192 -1.6 -1.0 3.0
N 0.559896 2.497836 -0.860950 0.1 -0.8 4.1
C -0.436312 3.158904 -0.020139 -0.8 4.1 0.0
C -1.084261 2.410905 1.071936 -2.1 -0.6 1.2
C -2.144631 1.401649 0.551085 -4.5 1.0 0.7
N -1.644493 0.147477 0.056056 0.5 0.6 -1.2
C -2.400355 -0.753620 -0.844983 0.1 -1.6 1.7
C -3.183660 -1.853803 -0.035962 -2.4 -2.7 -1.6
C -4.564729 -1.945362 -0.179559 2.6 -0.3 1.0
C -5.878047 -2.148772 -0.165147 0.7 0.8 0.3
H 5.112721 -3.467764 -0.396516 0.3 0.1 0.5
H 4.016301 -2.971753 -1.746275 0.0 0.3 0.0
H 1.258782 -3.679097 0.676647 -0.5 0.3 0.5
H 0.624500 -0.922309 1.036156 0.3 -1.1 0.4
H 1.722241 -1.648484 2.289837 -0.5 0.5 1.5
H 3.674411 -0.691212 0.920069 -3.6 -0.3 0.5
H 2.670112 -0.943006 -1.167217 -0.1 2.7 0.4
H 1.110969 -0.300724 -0.485580 3.0 1.8 -1.0
H 3.904883 1.349687 -0.566846 -2.5 0.8 -0.7
H 2.442025 1.637852 -1.885218 1.2 -0.8 1.4
H 1.325082 1.835908 1.013820 2.1 1.2 -2.9
H 2.278114 3.409241 0.616499 -1.0 -2.4 -2.6
H 0.627524 3.037052 -1.650564 0.9 1.5 -2.3
H 0.071301 4.047967 0.533240 -0.6 -1.0 -0.9
H -1.327336 3.676131 -0.535349 1.6 -0.8 -0.3
H -0.244155 1.995105 1.602225 -0.5 -0.7 1.0
H -1.692800 3.147671 1.753306 1.5 -1.3 -1.2
H -3.094743 1.169100 1.363964 2.9 0.6 -1.9
H -2.761494 2.052741 -0.270441 1.2 -1.5 1.4
H -0.892618 0.381839 -0.583826 0.5 0.5 0.6
H -3.183744 -0.439724 -1.557718 0.7 1.0 0.1
H -1.481157 -1.147545 -1.349971 -1.5 -0.6 -0.3
H -2.686430 -2.944191 0.230570 -1.1 3.2 -0.2
H -6.339496 -2.692567 -1.008485 0.2 0.4 0.6
H -6.530005 -1.702119 0.643586 0.8 -0.7 -1.0

# 4
48
Properties=species:S:1:pos:R:3:forces:R:3 method="wB97M-V/def2-TZVPD" e_above_lowest_kcal_mol=0.0 spin_multiplicity=1 charge=-1 total_energy_ev=-31125.869 e_homo_ha=-0.1959 gap_ev=8.4 smiles="CNC(=O)[C@@H](CCCCN)NC(=O)[C@@H](CCC(=O)[O-])NC(C)=O" lumo_energy_ev=3.08
C -2.862406 -2.799459 0.623403 -0.1 0.4 0.4
N -1.577718 -2.137040 0.777946 -0.3 0.2 -0.1
C -0.432530 -2.801816 0.551313 0.2 0.5 -0.3
O -0.350863 -3.985010 0.271256 -0.4 -0.6 -0.2
C 0.850099 -2.023468 0.724007 0.5 1.9 1.3
C 1.974165 -2.293227 -0.266832 0.4 -1.5 0.1
C 1.642365 -2.359672 -1.756358 0.4 0.1 -0.7
C 1.251160 -0.970502 -2.364069 -0.1 -1.0 -1.6
C -0.253656 -0.717583 -2.463120 -0.4 -0.6 1.3
N -0.690354 0.366040 -1.555784 0.4 0.7 -0.8
N 0.615275 -0.562676 0.843650 -1.4 0.2 -0.3
C 1.212694 0.297185 1.697589 0.4 -1.4 -0.2
O 2.246415 -0.056799 2.250216 0.2 0.7 0.8
C 0.559068 1.674511 1.958746 0.1 0.2 -0.9
C 1.533817 2.826377 1.577631 -0.1 -1.0 -0.1
C 2.099992 2.810523 0.171742 -0.1 0.2 -0.5
C 1.060463 3.170364 -0.925280 -0.5 -0.3 0.6
O 1.122430 2.547208 -1.983441 1.0 -1.1 -1.7
O 0.127840 3.955167 -0.671296 -0.4 0.9 1.3
N -0.715637 1.891361 1.265109 0.9 1.0 -0.8
C -1.892149 1.318036 1.445536 -0.4 -0.3 1.3
C -3.040822 1.844784 0.660616 0.3 0.2 -1.2
O -2.099835 0.442820 2.279253 0.1 -0.9 0.4
H -2.967161 -3.645509 1.312145 0.0 0.3 0.1
H -3.679805 -2.067149 0.758316 0.5 -0.4 0.2
H -2.959842 -3.208801 -0.368575 0.1 -0.2 -0.5
H -1.530639 -1.156930 1.069756 -0.3 -0.7 0.1
H 1.142316 -2.339136 1.751142 0.4 0.2 -0.6
H 2.393253 -3.290231 0.002898 -0.1 0.6 -0.1
H 2.749724 -1.537428 -0.111386 -0.1 -0.1 0.2
H 2.580771 -2.709259 -2.264047 -0.7 0.3 0.4
H 0.891620 -3.171444 -1.937110 0.4 0.8 0.0
H 1.695585 -0.176126 -1.797149 0.4 0.5 0.3
H 1.611956 -0.857238 -3.437827 0.1 -0.3 1.4
H -0.745216 -1.673835 -2.174246 -0.1 0.6 -0.3
H -0.510716 -0.482011 -3.477004 -0.3 0.0 -0.7
H -1.582509 0.736041 -1.895195 0.2 -0.2 0.2
H -0.016896 1.156436 -1.748800 -0.7 -0.5 0.3
H -0.104516 -0.169987 0.236667 0.1 0.0 -0.3
H 0.416020 1.771113 3.029663 -0.2 -0.4 0.3
H 1.009492 3.745296 1.753293 -0.2 0.6 0.1
H 2.373971 2.730911 2.243606 0.2 0.1 0.6
H 2.536149 1.827866 -0.073485 -0.1 0.4 0.1
H 2.906756 3.559918 0.123969 -0.1 -0.2 0.0
H -0.716321 2.632472 0.560016 0.4 0.1 0.0
H -3.947374 1.428628 1.076763 -0.2 0.1 0.0
H -3.011407 2.932660 0.642740 -0.3 0.1 0.1
H -2.915018 1.526614 -0.387998 -0.2 0.1 0.3